14 unconnected molecules or ions with the total composition C42H112O14 at a distorted geometry. Source: the OMol25 dataset; level of theory: ωB97M-V/def2-TZVPD.

Highest occupied orbital energy ... -8.8499 eV
Largest force on an atom ... 4.0 eV/Å
Energy relative to the best compared isomer or geometry (same formula, charge and spin) ... 210.06 kJ/mol

Each line ends with the Mulliken charge.
Geometry (Å):
C (-15.602, 15.566, 17.186)  -1.2512
C (-15.958, 16.793, 16.361)  0.6290
C (-16.054, 18.030, 17.227)  -1.0113
O (-15.035, 16.958, 15.407)  -0.4731
H (-15.333, 14.659, 16.644)  0.4292
H (-16.485, 15.282, 17.758)  0.3966
H (-14.846, 15.823, 17.928)  0.0946
H (-16.926, 16.687, 15.872)  0.2475
H (-15.201, 18.020, 17.906)  -0.0708
H (-16.947, 17.965, 17.848)  0.5047
H (-16.089, 18.927, 16.608)  0.2631
H (-14.961, 16.163, 14.874)  0.2860
C (-9.019, 27.992, 20.901)  -0.6720
C (-9.842, 29.335, 20.847)  0.6976
C (-9.078, 30.523, 21.416)  -1.4834
O (-10.189, 29.510, 19.518)  -0.6749
H (-9.000, 27.658, 21.938)  0.2373
H (-7.969, 28.122, 20.638)  0.4805
H (-9.421, 27.292, 20.168)  -0.1355
H (-10.804, 29.191, 21.338)  0.1528
H (-9.632, 31.452, 21.287)  0.3907
H (-8.102, 30.639, 20.945)  0.3467
H (-9.049, 30.359, 22.493)  0.3488
H (-10.915, 28.912, 19.322)  0.2636
C (-7.765, 22.365, 13.785)  -0.8797
C (-8.191, 21.327, 12.736)  0.2161
C (-9.260, 20.328, 13.147)  -0.4664
O (-8.606, 22.041, 11.572)  -0.6635
H (-7.282, 23.201, 13.280)  0.3259
H (-7.047, 21.978, 14.509)  0.4856
H (-8.613, 22.765, 14.340)  -0.1901
H (-7.272, 20.823, 12.438)  0.3310
H (-8.902, 19.910, 14.088)  -0.1991
H (-9.338, 19.507, 12.434)  0.5526
H (-10.217, 20.819, 13.322)  0.1062
H (-9.206, 22.713, 11.904)  0.4717
C (-7.847, 25.027, 17.810)  -1.4013
C (-7.548, 23.538, 17.820)  2.3023
C (-6.110, 23.187, 17.513)  -1.8304
O (-8.012, 22.927, 19.026)  0.6921
H (-7.326, 25.561, 18.605)  0.4090
H (-8.880, 25.288, 18.040)  0.0683
H (-7.638, 25.460, 16.832)  0.4237
H (-8.174, 23.073, 17.059)  -0.8778
H (-5.659, 23.673, 16.647)  0.4395
H (-5.996, 22.121, 17.317)  0.2466
H (-5.439, 23.366, 18.353)  0.3765
H (-7.966, 21.972, 18.950)  -0.3668
C (-9.798, 22.833, 22.390)  -1.5764
C (-9.969, 24.208, 21.671)  3.0460
C (-10.339, 25.313, 22.624)  -1.7042
O (-8.753, 24.542, 21.144)  -0.6811
H (-8.951, 22.878, 23.075)  0.3971
H (-9.710, 22.011, 21.680)  0.0786
H (-10.665, 22.540, 22.981)  0.3423
H (-10.689, 24.147, 20.856)  -1.1941
H (-10.783, 26.191, 22.155)  0.0278
H (-9.416, 25.642, 23.101)  0.4291
H (-11.016, 24.984, 23.413)  0.3693
H (-8.511, 23.896, 20.476)  0.1552
C (-15.783, 26.663, 16.205)  -1.1010
C (-16.498, 25.421, 16.647)  0.4756
C (-15.843, 24.821, 17.905)  -0.9655
O (-17.797, 25.656, 16.993)  -0.5554
H (-16.417, 27.192, 15.493)  0.4015
H (-14.769, 26.564, 15.818)  0.1508
H (-15.725, 27.326, 17.068)  0.2679
H (-16.431, 24.658, 15.871)  0.2109
H (-14.778, 24.652, 17.744)  0.0353
H (-16.310, 23.911, 18.282)  0.4471
H (-15.866, 25.557, 18.709)  0.3014
H (-18.316, 25.779, 16.195)  0.3564
C (-11.590, 26.198, 18.377)  -0.3385
C (-12.810, 26.823, 19.042)  1.2628
C (-13.208, 26.039, 20.298)  -1.3024
O (-12.543, 28.128, 19.483)  -0.5492
H (-10.919, 25.835, 19.155)  -0.7863
H (-11.001, 26.883, 17.768)  0.7737
H (-11.835, 25.342, 17.749)  0.2228
H (-13.642, 26.887, 18.340)  -0.5477
H (-13.273, 24.951, 20.296)  -0.1009
H (-14.187, 26.419, 20.590)  0.6359
H (-12.615, 26.327, 21.166)  0.4501
H (-13.357, 28.499, 19.831)  0.2959
C (-13.862, 20.135, 22.333)  -1.8040
C (-13.452, 21.241, 21.407)  2.0464
C (-14.510, 21.645, 20.438)  -0.8337
O (-13.127, 22.433, 22.189)  -0.4670
H (-13.018, 19.970, 23.003)  0.4258
H (-14.064, 19.161, 21.889)  0.2839
H (-14.672, 20.389, 23.016)  0.4010
H (-12.607, 20.916, 20.799)  -0.7551
H (-14.722, 20.925, 19.647)  0.0176
H (-14.158, 22.532, 19.912)  -0.0809
H (-15.413, 21.953, 20.965)  0.5326
H (-13.932, 22.751, 22.605)  0.3151
C (-12.553, 17.430, 19.658)  -0.9637
C (-11.121, 17.618, 19.094)  0.4241
C (-11.088, 17.343, 17.597)  -0.7199
O (-10.725, 18.949, 19.353)  -0.1663
H (-13.232, 18.163, 19.222)  -0.1752
H (-12.628, 17.523, 20.742)  0.2964
H (-12.927, 16.437, 19.408)  0.5163
H (-10.376, 16.941, 19.512)  0.4568
H (-11.525, 18.159, 17.021)  -0.1971
H (-11.615, 16.411, 17.390)  0.5213
H (-10.061, 17.256, 17.244)  -0.0592
H (-11.297, 19.611, 18.960)  -0.3789
C (-12.800, 19.321, 13.350)  -1.5032
C (-13.647, 20.069, 14.353)  1.6608
C (-15.128, 20.193, 14.004)  -1.5968
O (-13.565, 19.342, 15.587)  -0.1999
H (-12.891, 19.858, 12.405)  0.4953
H (-13.149, 18.301, 13.189)  0.3119
H (-11.742, 19.285, 13.606)  0.0472
H (-13.266, 21.082, 14.482)  -0.1729
H (-15.631, 19.230, 14.099)  0.2562
H (-15.258, 20.395, 12.941)  0.4765
H (-15.712, 20.927, 14.559)  0.2998
H (-14.136, 18.571, 15.539)  -0.3126
C (-6.033, 20.646, 20.243)  -1.5001
C (-7.013, 19.614, 19.742)  0.9794
C (-7.764, 18.837, 20.816)  -1.2261
O (-8.007, 20.164, 18.882)  0.2436
H (-6.465, 21.467, 20.815)  0.2127
H (-5.463, 21.074, 19.418)  0.3309
H (-5.352, 20.232, 20.987)  0.4785
H (-6.407, 19.024, 19.055)  -0.0546
H (-8.423, 18.075, 20.400)  0.2180
H (-8.382, 19.535, 21.381)  0.2034
H (-7.045, 18.356, 21.480)  0.4716
H (-8.793, 19.645, 19.067)  -0.3236
C (-10.667, 25.705, 14.510)  -1.1882
C (-11.072, 24.417, 13.820)  1.8240
C (-12.515, 24.534, 13.364)  -1.6421
O (-10.217, 24.179, 12.764)  -0.3978
H (-9.658, 25.667, 14.922)  0.3266
H (-11.353, 25.890, 15.337)  0.0138
H (-10.763, 26.630, 13.942)  0.4759
H (-11.083, 23.522, 14.442)  -0.8172
H (-12.904, 23.628, 12.900)  0.3691
H (-12.577, 25.332, 12.624)  0.4470
H (-13.218, 24.743, 14.171)  0.2933
H (-10.195, 24.940, 12.180)  0.3034
C (-11.256, 22.546, 18.351)  1.1675
C (-11.577, 21.566, 17.165)  -0.5146
C (-10.391, 20.913, 16.474)  1.6045
O (-12.381, 20.579, 17.748)  0.7169
H (-12.157, 22.985, 18.780)  -0.1840
H (-10.638, 23.401, 18.079)  -0.4045
H (-10.706, 22.025, 19.136)  -0.3183
H (-12.237, 22.005, 16.417)  0.2280
H (-9.926, 21.646, 15.814)  -0.5601
H (-10.708, 20.066, 15.866)  0.0421
H (-9.642, 20.353, 17.033)  -1.1333
H (-12.950, 20.155, 17.100)  -0.3701
C (-6.963, 17.784, 16.328)  -0.3398
C (-6.889, 16.895, 15.047)  0.1583
C (-6.218, 17.714, 13.836)  -0.9710
O (-6.125, 15.750, 15.255)  -0.5635
H (-6.103, 18.446, 16.429)  0.3016
H (-7.115, 17.158, 17.208)  0.3452
H (-7.852, 18.390, 16.156)  -0.2779
H (-7.877, 16.555, 14.737)  0.2517
H (-5.258, 18.160, 14.100)  0.3541
H (-6.958, 18.498, 13.673)  0.0071
H (-6.056, 17.086, 12.960)  0.3884
H (-6.550, 15.206, 15.923)  0.3326